The following is a quantum chemistry calculation of a 31-piece molecular cluster, C11H84NO30 overall, from the OMol25 dataset.

Energy, Eh: -2780.8349
ΔE to the lowest compared entry with this formula, charge and spin, eV: 0.7656
Net charge: +1
HOMO level, eV: -10.7

The geometry in XYZ format:
```
126
Properties=species:S:1:pos:R:3:lowdin_charge:R:1
C 0.17 4.20 0.30 -0.08
C 0.45 2.93 -0.60 -0.17
C -0.06 1.58 0.11 -0.11
C 0.07 0.44 -0.93 -0.08
N -0.47 -0.92 -0.48 -0.21
C -0.19 -1.84 -1.59 -0.20
C -1.34 -2.72 -1.88 -0.14
C -2.39 -1.56 -1.56 -0.15
C -1.93 -0.98 -0.24 -0.10
C 0.24 -1.29 0.79 -0.11
C 0.01 -2.71 1.34 -0.18
C 0.99 -2.96 2.49 -0.10
H 1.05 4.44 0.92 0.07
H -0.46 4.15 1.25 0.08
H 0.27 5.07 -0.30 0.02
H 1.57 2.77 -0.79 0.10
H 0.18 3.11 -1.67 0.10
H -1.05 1.82 0.43 0.09
H 0.60 1.42 0.98 0.12
H 1.01 0.21 -1.06 0.05
H -0.24 0.75 -1.88 0.11
H 0.86 -2.50 -1.51 0.18
H 0.03 -1.29 -2.60 0.14
H -1.40 -3.61 -1.27 0.10
H -1.35 -3.00 -3.02 0.13
H -3.45 -2.14 -1.46 0.13
H -2.63 -0.87 -2.47 0.14
H -2.38 -1.66 0.45 0.11
H -2.25 0.06 0.28 0.18
H -0.10 -0.54 1.44 0.09
H 1.38 -0.92 0.59 0.18
H 0.17 -3.49 0.55 0.10
H -0.94 -2.88 1.85 0.10
H 2.17 -2.97 2.16 0.14
H 0.66 -3.79 2.93 -0.03
H 0.90 -2.39 3.47 0.10
O 2.42 -5.70 3.11 -0.12
H 1.46 -5.81 3.51 0.10
H 2.23 -5.84 2.14 0.00
O -1.10 -1.68 6.17 -0.08
H -0.91 -2.58 6.03 -0.08
H -1.17 -1.27 5.26 0.01
O 3.78 1.32 0.18 0.02
H 3.73 1.60 -0.66 -0.07
H 3.99 0.42 -0.06 0.00
O 0.61 4.15 3.69 -0.06
H 0.12 4.86 4.05 -0.12
H 0.11 3.44 3.25 0.01
O -5.40 -3.82 -2.27 -0.01
H -6.01 -3.52 -2.86 -0.02
H -5.45 -3.26 -1.47 0.05
O -2.72 5.11 1.99 -0.09
H -2.65 5.14 1.04 -0.05
H -2.81 4.07 2.10 0.08
O 2.68 0.45 2.97 0.00
H 2.43 0.09 3.74 -0.04
H 3.28 -0.29 2.72 0.08
O -1.72 2.37 3.38 0.03
H -1.94 2.85 4.16 0.06
H -2.43 2.26 2.85 -0.02
O 1.14 -3.39 -5.00 -0.10
H 0.29 -3.73 -5.28 -0.03
H 1.30 -4.00 -4.13 0.15
O -0.91 5.73 4.31 0.01
H -1.29 5.89 3.43 0.08
H -1.32 5.93 5.13 0.07
O 2.30 3.78 -3.21 -0.13
H 3.26 3.87 -3.46 0.10
H 2.41 2.88 -2.70 0.06
O -1.54 1.92 -3.81 -0.15
H -0.81 2.42 -4.33 -0.05
H -1.37 1.00 -4.14 -0.02
O -0.12 -4.15 5.61 -0.08
H -0.23 -4.81 6.28 0.04
H -0.64 -4.58 4.76 0.14
O 2.77 -1.81 5.17 -0.01
H 2.32 -2.30 5.82 0.02
H 3.37 -2.42 4.85 -0.05
O -0.54 7.12 -1.58 0.10
H -0.46 7.22 -2.47 0.04
H 0.16 6.74 -1.47 -0.15
O -3.56 -2.91 3.14 0.00
H -3.97 -2.65 3.99 0.09
H -3.21 -3.70 3.22 -0.05
O -1.86 -0.59 3.68 -0.13
H -2.89 -0.87 3.40 0.13
H -2.06 0.37 3.85 0.03
O 3.12 3.15 2.76 0.02
H 2.52 3.78 2.87 -0.08
H 2.81 2.31 2.62 -0.08
O -1.19 -0.54 -4.97 0.03
H -1.49 -1.39 -4.83 -0.03
H -0.46 -0.56 -5.50 0.02
O 2.66 -1.27 -3.75 -0.10
H 2.97 -1.08 -4.66 0.08
H 2.18 -2.08 -4.13 0.04
O -2.56 5.44 -0.68 -0.12
H -3.45 5.96 -0.84 0.12
H -1.95 6.06 -1.16 0.02
O -2.77 -3.09 -5.01 -0.08
H -3.41 -3.06 -4.22 0.10
H -3.47 -2.63 -5.54 0.11
O 4.31 -3.37 3.62 -0.15
H 5.24 -3.84 3.75 0.13
H 3.58 -4.10 3.49 0.05
O 2.13 -5.99 0.31 -0.06
H 1.70 -5.52 -0.44 0.07
H 1.88 -6.88 0.58 0.07
O -1.09 -4.79 -5.94 -0.03
H -1.79 -4.33 -5.65 -0.10
H -1.52 -5.70 -5.90 0.11
O 1.94 6.01 -1.60 0.00
H 2.56 5.92 -0.99 -0.01
H 1.96 5.23 -2.21 0.03
O -4.45 1.58 -0.39 -0.04
H -5.36 1.74 -0.41 0.00
H -4.25 1.32 -1.30 0.05
O 3.49 -1.32 -0.77 -0.02
H 3.28 -1.29 -1.70 0.00
H 4.13 -2.01 -0.77 0.05
O 3.19 1.52 -3.23 -0.07
H 4.16 1.40 -2.99 0.12
H 2.82 0.61 -3.11 0.04
O 0.40 2.84 -4.93 0.05
H -0.12 3.56 -5.15 0.05
H 1.04 3.17 -4.35 -0.01
```

=====

The following is a quantum chemistry calculation of one molecule with the formula C11H8BrNO2S2, from the OMol25 dataset.

Energy, Eh: -3999.6048
ΔE to the lowest compared entry with this formula, charge and spin, eV: 0.1290
HOMO level, eV: -9.2
SMILES: O=C1Sc2ccc(Br)cc2C(=O)N2CSC[C@H]12

The geometry in XYZ format:
```
25
Properties=species:S:1:pos:R:3:lowdin_charge:R:1
O 2.02 -2.64 -0.14 0.02
C 1.52 -1.53 0.04 -0.62
S 2.18 -0.17 -0.84 1.08
C 0.65 0.51 -1.45 -0.45
C 0.52 0.52 -2.84 -0.10
C -0.56 1.12 -3.45 -0.11
C -1.57 1.73 -2.68 -0.66
Br -3.02 2.60 -3.55 0.75
C -1.48 1.61 -1.29 -0.04
C -0.38 1.01 -0.66 -0.14
C -0.26 1.06 0.81 -0.38
O -0.75 2.04 1.38 0.07
N 0.23 0.01 1.58 -0.07
C 0.30 0.15 3.05 -0.40
S -0.24 -1.46 3.70 0.88
C 0.44 -2.32 2.24 -0.40
C 0.35 -1.35 1.03 -0.28
H 1.32 0.11 -3.47 0.11
H -0.60 1.15 -4.53 0.10
H -2.26 2.09 -0.71 0.12
H 1.32 0.40 3.36 0.10
H -0.41 0.88 3.46 0.08
H 1.43 -2.71 2.46 0.08
H -0.20 -3.18 2.01 0.09
H -0.54 -1.62 0.47 0.16
```

=====

The following is a quantum chemistry calculation of C11H8MnN4O8 as an isolated structure, from the OMol25 dataset.

Energy, Eh: -2396.1024
2S+1: 6
⟨S²⟩: 8.757
HOMO level (spin up / spin down), eV: -9.9 / -10.6

The geometry in XYZ format:
```
32
Properties=species:S:1:pos:R:3:lowdin_charge:R:1
Mn 0.63 -0.24 -1.52 1.01
O -0.82 5.31 -1.30 0.11
C -1.80 4.59 -0.75 -0.50
O -2.78 5.12 -0.25 0.09
C -1.65 3.11 -0.81 0.00
C -2.67 2.15 -0.57 0.04
N -2.20 0.92 -0.92 0.03
N -0.95 1.00 -1.44 -0.03
C -0.60 2.29 -1.38 -0.13
C 0.76 2.58 -1.82 -0.54
O 1.11 3.70 -2.22 0.07
O 1.50 1.53 -1.83 -0.09
H -0.06 4.73 -1.72 0.10
H -3.66 2.33 -0.22 0.13
H -2.81 0.06 -1.01 0.20
C 0.14 0.23 2.26 0.02
C 0.54 -1.02 1.61 -0.34
N 0.79 -1.14 0.29 0.05
C 1.13 -2.48 0.04 -0.09
C 1.06 -3.16 1.24 -0.05
N 0.72 -2.20 2.21 0.20
C 1.41 -4.52 1.65 -0.48
O 1.72 -5.38 0.68 0.13
O 1.44 -4.83 2.81 0.12
C 1.43 -2.88 -1.36 -0.50
O 1.94 -4.01 -1.60 0.05
O 1.10 -2.03 -2.31 -0.12
H 0.97 0.95 2.09 0.11
H -0.02 0.12 3.38 0.11
H -0.77 0.55 1.78 0.06
H 0.61 -2.41 3.20 0.18
H 1.77 -4.99 -0.23 0.07
```

=====

The following is a quantum chemistry calculation of C11H9AuCl5NS as an isolated structure, from the OMol25 dataset.

Energy, Eh: -3314.0329
ΔE to the lowest compared entry with this formula, charge and spin, eV: 0.0947
2S+1: 3
⟨S²⟩: 2.016
HOMO level (spin up / spin down), eV: -8.8 / -8.9

The geometry in XYZ format:
```
28
Properties=species:S:1:pos:R:3:lowdin_charge:R:1
Au 0.91 0.01 -0.40 0.99
Cl 2.99 -2.39 -0.94 0.67
C 1.36 -2.92 -0.81 -0.72
C 0.34 -1.97 -0.73 -0.32
C -0.97 -2.40 -0.69 -0.71
Cl -2.24 -1.23 -0.65 0.69
C -1.29 -3.76 -0.70 -0.71
Cl -2.93 -4.27 -0.66 0.70
C -0.26 -4.70 -0.75 -0.70
Cl -0.64 -6.37 -0.73 0.70
C 1.07 -4.28 -0.81 -0.71
Cl 2.33 -5.44 -0.91 0.70
S 0.36 0.04 3.96 0.64
C 1.09 -0.06 2.56 -0.98
N 1.69 -0.12 1.53 -0.08
C -1.56 2.38 0.19 -0.09
C -0.10 2.78 0.39 -0.51
C 0.04 4.31 0.30 -0.07
C 0.82 2.17 -0.63 -0.17
H -2.21 2.89 0.90 0.08
H -1.70 1.31 0.32 0.01
H -1.89 2.65 -0.82 0.09
H 0.22 2.48 1.40 0.11
H -0.29 4.66 -0.68 0.08
H 1.07 4.62 0.46 0.08
H -0.58 4.78 1.06 0.08
H 1.87 2.44 -0.48 0.07
H 0.50 2.37 -1.66 0.07
```

=====

The following is a quantum chemistry calculation of C11H9AuN5O2S4SbSe as an isolated structure, from the OMol25 dataset.

Energy, Eh: -5219.0616
ΔE to the lowest compared entry with this formula, charge and spin, eV: 1.7171
2S+1: 2
⟨S²⟩: 0.777
Net charge: -1
HOMO level (spin up / spin down), eV: -5.4 / -5.5

The geometry in XYZ format:
```
34
Properties=species:S:1:pos:R:3:lowdin_charge:R:1
Au 0.02 0.30 -0.64 0.35
N -1.86 -5.42 4.98 0.08
C -1.58 -4.09 4.64 -0.33
C -2.50 -3.34 3.91 -0.03
C -2.20 -2.04 3.53 -0.06
C -0.97 -1.48 3.88 -0.29
C -0.06 -2.22 4.62 -0.07
C -0.36 -3.52 4.99 -0.04
S -0.61 0.17 3.38 0.56
O -1.87 0.79 3.03 -0.37
O 0.20 0.77 4.41 -0.31
N 0.16 0.02 1.98 -0.13
C 1.39 -0.44 1.80 -0.46
N 1.73 -0.45 0.46 -0.06
C 2.95 -0.80 0.10 -0.16
C 3.89 -1.19 1.03 -0.07
C 3.44 -1.25 2.35 -0.14
N 2.23 -0.90 2.75 0.14
H -2.84 -5.66 4.99 0.08
H -1.36 -5.78 5.77 0.08
H -3.45 -3.77 3.63 0.11
H -2.90 -1.45 2.97 0.10
H 0.89 -1.77 4.89 0.10
H 0.36 -4.10 5.56 0.10
H 3.16 -0.78 -0.97 0.07
H 4.89 -1.48 0.75 0.09
H 4.11 -1.60 3.13 0.11
S -5.20 0.18 -1.48 -0.21
Sb -3.32 0.35 -0.19 0.19
S -1.84 -1.44 -0.49 -0.12
S -1.62 1.66 -1.33 -0.06
Se 1.44 0.72 -2.69 0.54
C 0.17 0.48 -4.02 -0.84
N -0.54 0.35 -4.92 0.04
```

=====

The following is a quantum chemistry calculation of C11H9Br2N7O3RuS2Se4 as an isolated structure, from the OMol25 dataset.

Energy, Eh: -16678.6155
ΔE to the lowest compared entry with this formula, charge and spin, eV: 2.1165
2S+1: 6
⟨S²⟩: 8.798
Net charge: -1
HOMO level (spin up / spin down), eV: -3.1 / -5.2

The geometry in XYZ format:
```
39
Properties=species:S:1:pos:R:3:lowdin_charge:R:1
Ru -0.33 -0.07 -0.07 0.70
Se 1.57 1.27 -0.35 -0.02
Se 3.59 1.01 0.51 0.15
Se 1.95 4.22 1.85 0.09
Se 0.42 3.06 0.73 0.17
Br -5.44 -4.52 -0.07 0.70
C -4.02 -3.24 -0.01 -0.69
C -4.32 -1.88 0.13 -0.11
C -3.26 -1.00 0.12 -0.13
N -1.99 -1.36 0.01 -0.04
C -1.68 -2.71 -0.09 -0.22
C -2.73 -3.66 -0.12 -0.09
C -0.31 -3.05 -0.13 -0.23
C 0.20 -4.37 -0.03 -0.08
C 1.54 -4.58 -0.04 -0.69
Br 2.23 -6.35 0.09 0.70
C 2.44 -3.50 -0.14 -0.13
C 1.89 -2.24 -0.24 -0.18
N 0.59 -2.00 -0.25 -0.07
H -5.33 -1.53 0.25 0.09
H -3.47 0.06 0.21 0.06
H -2.50 -4.71 -0.25 0.09
H -0.48 -5.20 0.08 0.09
H 3.51 -3.63 -0.15 0.09
H 2.55 -1.38 -0.30 0.00
O -3.68 1.99 0.13 -0.39
S -2.30 2.24 0.41 0.00
O -2.03 3.64 0.72 -0.51
O -1.70 1.34 1.41 -0.54
S -1.27 1.75 -1.29 0.26
N 0.43 2.15 4.37 0.14
N 0.18 1.02 3.68 -0.28
N -0.61 0.08 4.11 0.13
C -0.48 -0.84 3.17 -0.20
N 0.37 -0.46 2.22 -0.05
N 0.79 0.74 2.57 -0.03
H -0.38 2.49 4.86 0.11
H 0.90 2.84 3.79 -0.01
H -0.98 -1.79 3.18 0.11
```

=====

Values of maximum force, in order: 15.20, 3.02, 3.01, 0.84, 0.73, 2.47, all in eV Å⁻¹.
Values of molecular weight, in order: 710.77, 330.23, 379.14, 561.50, 769.18, 928.09, all in g mol⁻¹.